No. 1
DFT (wB97M-V/def2-TZVPD) results for a structure of composition C4H7NO.

```
13
Properties=species:S:1:pos:R:3:nbo_charge:R:1
O 1.021 -0.536 1.442 -0.580
C 0.184 -0.320 0.263 0.092
C 0.203 -1.785 0.440 -0.196
N -0.730 1.010 -1.096 -0.588
C -0.972 0.669 0.338 -0.253
C 0.643 0.438 -0.976 -0.256
H 1.927 -0.722 1.148 0.509
H -1.280 0.363 -1.663 0.349
H -0.631 -2.003 1.134 0.121
H -0.757 1.536 0.974 0.202
H -1.962 0.273 0.583 0.199
H 0.990 -0.162 -1.819 0.208
H 1.364 1.239 -0.765 0.194
```

net charge	0
lowest unoccupied orbital energy	0.66	eV
Kohn-Sham gap	9.2	eV

---

No. 2
DFT (wB97M-V/def2-TZVPD) results for the molecule C4H7NO.

```
13
Properties=species:S:1:pos:R:3:nbo_charge:R:1
C 1.322 -0.469 -1.474 -0.726
C 0.298 -0.651 -0.358 0.689
O 0.039 -1.799 0.089 -0.594
N -0.220 0.587 -0.020 -0.487
C -0.269 0.646 1.323 -0.280
C -1.581 0.573 0.891 -0.225
H 1.587 0.505 -1.583 0.228
H 0.953 -0.855 -2.465 0.252
H 2.067 -1.332 -1.444 0.248
H -0.031 1.685 1.466 0.207
H 0.188 -0.143 2.079 0.225
H -2.239 -0.357 0.779 0.246
H -2.115 1.612 0.716 0.218
```

net charge	0
SMILES	CC(=O)N1CC1
lowest unoccupied orbital energy	1.07	eV
Kohn-Sham gap	10.8	eV

---

| no. | E (a.u.) |
| --- | --- |
| 1 | -286.41803 |
| 2 | -286.48863 |